Computed, not measured: 11 unconnected molecules or ions with the total composition C66H55N11O22, with the ωB97M-V functional and the def2-TZVPD basis.

Element x y z (Å)
H  -2.944  0.833  -1.400
H  -3.746  8.580  -6.108
C  9.965  -4.640  6.555
H  -9.371  1.363  -2.207
H  -1.927  1.398  2.763
N  0.554  0.720  2.441
H  1.966  -4.994  -8.342
O  -14.017  2.546  -1.866
H  -3.697  -3.574  2.301
H  -2.130  0.914  -13.999
C  6.898  7.291  5.672
O  -0.685  6.105  -6.542
O  -9.479  2.420  5.359
C  -2.562  0.909  -11.925
C  6.059  -3.024  -1.211
C  -12.388  0.668  -4.564
H  7.995  -4.526  6.070
C  -1.706  1.268  1.713
O  13.518  -4.289  7.062
C  9.162  -3.046  4.921
N  4.778  6.044  6.310
C  -1.107  9.547  -8.755
C  -11.208  1.761  7.276
C  4.860  -4.943  11.155
C  -13.151  3.604  7.951
O  -2.783  0.404  -8.433
C  6.542  -4.248  -0.842
C  -2.665  1.402  0.697
H  -12.415  4.751  6.356
C  5.387  -2.393  10.102
H  -3.613  0.931  -12.173
C  -4.672  -3.805  1.897
C  8.771  -3.381  -0.980
H  8.595  8.258  4.891
O  12.071  -5.151  8.360
N  -3.025  1.017  -9.439
O  7.898  -1.343  10.560
H  8.317  -5.487  -0.652
H  2.988  -4.719  9.907
H  6.645  -1.111  -1.989
H  10.593  -1.738  4.050
H  -2.036  11.400  -8.941
H  -7.858  -2.785  2.280
H  3.842  -6.209  -9.184
H  6.906  -4.800  11.863
C  7.475  7.358  3.311
C  -1.672  0.925  -13.021
N  -13.896  1.678  -2.785
C  3.472  -6.419  -8.192
H  3.967  -8.535  -5.452
O  10.436  -1.182  -1.231
C  8.351  -2.117  -1.246
C  -2.286  1.050  -0.572
H  1.259  0.929  -11.437
H  -13.219  0.319  -5.160
H  2.358  -7.050  -4.566
C  -0.962  8.319  -8.179
O  8.893  0.171  -1.896
C  -0.396  0.955  1.402
C  2.645  -6.843  -5.587
H  -0.665  0.283  -1.762
H  5.442  -1.396  9.690
C  -2.051  10.477  -8.380
C  -0.677  1.006  -10.362
O  -14.906  1.209  -3.331
C  11.213  -3.982  6.523
H  -11.012  -0.396  -5.795
C  -11.287  3.004  6.542
H  -11.806  0.712  9.001
C  7.960  -4.492  -0.874
O  5.200  5.934  7.486
O  0.144  0.520  3.544
H  -13.940  4.263  8.280
C  8.951  -4.111  5.789
C  3.900  -4.302  10.308
H  -0.372  0.923  -9.329
C  0.180  0.905  -11.476
H  7.257  7.597  6.643
H  12.511  -2.543  5.585
C  7.008  -2.005  -1.505
C  -4.784  -4.777  0.920
C  10.439  -2.498  4.801
H  1.059  0.484  -0.107
C  5.454  6.320  3.992
C  1.936  -5.924  -6.346
O  8.263  -2.675  12.107
O  -3.765  -6.397  -0.467
H  3.444  -2.547  9.196
N  7.596  -2.326  11.162
H  9.842  -3.472  -0.876
C  11.501  -2.924  5.623
C  -6.981  -3.358  2.020
O  5.337  -8.442  -9.215
C  -5.731  -3.124  2.540
H  -11.562  2.000  -1.473
H  8.211  7.681  2.589
C  3.982  -7.512  -7.419
H  -6.332  -5.754  -0.324
N  -3.674  -5.306  0.062
H  4.667  -5.793  11.792
H  1.039  -5.501  -5.919
C  -10.227  1.104  -2.812
N  12.354  -4.438  7.431
H  -3.657  1.770  0.916
O  3.626  5.784  6.001
C  5.653  6.625  5.313
N  -10.228  3.289  5.624
O  -2.719  6.240  -5.965
C  -0.964  0.659  -0.794
H  6.066  6.479  1.933
C  -11.097  0.215  -4.908
C  -10.033  0.466  -4.043
C  -11.952  1.562  8.351
H  -13.693  2.203  9.445
C  6.305  -2.997  10.901
C  6.284  6.678  2.972
C  4.174  -3.039  9.822
C  -11.436  1.563  -2.452
C  2.409  -5.706  -7.661
O  -10.227  4.369  5.124
C  3.632  -7.697  -6.046
C  -0.319  0.792  -12.791
C  6.101  -4.331  11.316
H  0.417  0.774  -13.581
O  -4.049  1.577  -9.690
C  -3.059  10.085  -7.482
N  9.273  -0.925  -1.462
H  4.479  5.898  3.798
H  -8.143  -4.615  0.714
C  -1.833  8.009  -7.056
C  0.027  0.680  0.145
C  -6.087  -5.052  0.460
O  1.736  0.772  2.132
H  -0.509  9.874  -9.593
N  -1.747  6.716  -6.488
H  -3.779  10.800  -7.111
H  5.851  -4.985  -0.463
O  -2.625  -4.606  -0.012
C  -12.166  3.963  7.051
H  9.915  -5.395  7.326
H  8.329  -2.756  4.297
H  -10.480  0.994  7.057
C  -7.158  -4.346  1.065
C  -3.013  8.830  -6.860
H  -9.071  0.098  -4.369
N  4.767  -8.583  -8.118
O  4.801  -9.710  -7.596
H  5.002  -2.882  -1.383
H  -0.122  7.763  -8.568
C  -13.001  2.409  8.642
H  -5.437  -2.261  3.120
C  -12.574  1.353  -3.295
C  7.726  7.667  4.643
C  -2.068  1.022  -10.577

Calculated values
- Structure (SMILES): O=[N+]([O-])c1ccccc1.O=[N+]([O-])c1ccccc1.O=[N+]([O-])c1ccccc1.O=[N+]([O-])c1ccccc1.O=[N+]([O-])c1ccccc1.O=[N+]([O-])c1ccccc1.O=[N+]([O-])c1ccccc1.O=[N+]([O-])c1ccccc1.O=[N+]([O-])c1ccccc1.O=[N+]([O-])c1ccccc1.O=[N+]([O-])c1ccccc1
- LUMO energy: -0.0349 Ha
- Spin multiplicity: 1
- HOMO energy: -9.977 eV
- M: 1354.2 g/mol

Löwdin atomic charge list, values in e, 99 entries:
1 H 0.110
2 H 0.112
3 C -0.015
4 H 0.111
5 H 0.119
6 N -0.370
7 H 0.103
8 O 0.037
9 H 0.114
10 H 0.104
11 C 0.021
12 O 0.066
13 O 0.103
14 C 0.010
15 C -0.065
16 C 0.025
17 H 0.107
18 C 0.014
19 O 0.059
20 C -0.072
21 N -0.336
22 C -0.111
23 C -0.007
24 C -0.048
25 C -0.065
26 O 0.094
27 C -0.072
28 C -0.056
29 H 0.120
30 C -0.013
31 H 0.109
32 C -0.019
33 C -0.047
34 H 0.106
35 O 0.074
36 N -0.384
37 O 0.093
38 H 0.105
39 H 0.101
40 H 0.114
41 H 0.103
42 H 0.107
43 H 0.108
44 H 0.114
45 H 0.114
46 C -0.053
47 C -0.075
48 N -0.319
49 C -0.003
50 H 0.117
51 O 0.072
52 C -0.141
53 C -0.067
54 H 0.100
55 H 0.109
56 H 0.105
57 C 0.018
58 O 0.068
59 C -0.186
60 C -0.096
61 H 0.108
62 H 0.122
63 C -0.067
64 C -0.002
65 O 0.059
66 C -0.105
67 H 0.104
68 C -0.116
69 H 0.116
70 C -0.035
71 O 0.055
72 O 0.102
73 H 0.109
74 C -0.085
75 C -0.061
76 H 0.113
77 C -0.062
78 H 0.114
79 H 0.112
80 C -0.007
81 C -0.131
82 C -0.064
83 H 0.128
84 C -0.038
85 C -0.051
86 O 0.078
87 O 0.081
88 H 0.106
89 N -0.373
90 H 0.118
91 C 0.010
92 C -0.088
93 O 0.048
94 C -0.052
95 H 0.119
96 H 0.104
97 C -0.102
98 H 0.114
99 N -0.322

Computed, not measured: C3H2N2O2S in the gas phase, with the ωB97M-V functional and the def2-TZVPD basis.

Element x y z (Å)
O  0.244  -4.335  -0.679
C  -0.207  -0.319  -0.499
C  0.125  -0.197  0.805
C  -0.397  -2.218  0.735
H  0.459  0.799  1.123
N  -0.035  -1.296  1.578
O  -2.210  -3.848  -0.569
S  -0.861  -3.492  -0.330
N  -0.573  -1.801  -0.589
H  -0.128  0.187  -1.391

Calculated values
- LUMO energy (alpha / beta): 0.0219 / -0.1298 Ha
- Spin multiplicity: 3
- HOMO energy (alpha / beta): -5.725 / -10.723 eV
- M: 130.1 g/mol

Per-atom Löwdin charges, elementary charge units:
1 O -0.269
2 C 0.056
3 C -0.134
4 C -0.394
5 H 0.131
6 N 0.114
7 O -0.252
8 S 0.763
9 N -0.099
10 H 0.083

Computed, not measured: 13 unconnected molecules or ions with the total composition C6H39NO12, with the ωB97M-V functional and the def2-TZVPD basis.

Element x y z (Å)
N  -0.147  -0.531  1.338
H  -1.761  2.910  3.941
H  0.952  -2.760  -0.460
H  1.886  2.281  1.490
O  3.811  1.934  -0.830
H  0.830  -4.758  -0.149
O  1.705  3.090  0.958
H  -2.639  -1.398  -2.163
H  -1.225  -3.418  -0.195
O  -1.611  1.838  -1.135
O  1.963  -3.496  2.234
H  0.097  0.176  -0.672
H  -0.394  1.479  0.853
O  0.683  2.796  -2.072
C  -0.868  -1.671  1.988
H  1.866  2.202  -3.934
O  0.122  -4.480  0.438
H  3.127  0.717  0.828
H  2.085  -1.685  -0.225
H  -5.142  1.216  0.825
O  -2.090  -3.374  -0.646
H  0.753  3.064  1.093
H  1.601  -3.312  3.114
C  1.052  -1.680  -0.650
C  -0.978  2.748  3.150
C  -0.873  0.758  1.563
H  1.782  -0.051  1.507
H  -1.532  0.635  3.665
H  -2.319  2.113  -1.731
H  1.255  -1.576  -1.752
H  -1.486  -0.584  -2.633
H  -1.530  3.145  2.289
H  -1.650  0.861  -1.187
H  0.514  -4.391  1.327
H  2.897  2.191  -0.661
H  -1.823  -1.935  1.504
H  0.191  0.907  3.366
H  -0.158  -2.494  1.802
H  -2.420  -4.245  -0.869
H  -0.111  3.215  3.615
C  -0.799  1.198  3.029
H  -1.024  -1.241  -0.396
H  -0.191  2.478  -1.709
O  2.075  1.260  -3.775
H  1.931  -2.632  1.798
H  0.720  3.734  -1.870
O  0.195  -0.564  -2.992
H  -1.124  -1.382  3.014
H  4.436  2.632  -1.013
H  -1.828  0.558  1.034
H  0.829  0.129  -3.273
O  -2.471  -0.513  -2.518
C  -0.061  -0.766  -0.149
H  -4.476  0.955  -0.670
H  2.238  1.569  -2.849
H  0.290  -1.415  -3.444
O  -4.443  0.860  0.281
O  2.552  0.570  1.577

Calculated values
- LUMO energy: 0.0143 Ha
- Spin multiplicity: 1
- HOMO energy: -8.878 eV
- M: 317.4 g/mol

Per-atom Löwdin charges, elementary charge units:
1 N -0.229
2 H 0.072
3 H 0.037
4 H 0.012
5 O -0.048
6 H 0.065
7 O -0.078
8 H 0.028
9 H -0.016
10 O -0.063
11 O -0.053
12 H 0.090
13 H 0.088
14 O -0.080
15 C -0.049
16 H 0.058
17 O -0.085
18 H 0.012
19 H 0.082
20 H 0.032
21 O -0.072
22 H 0.002
23 H 0.069
24 C -0.085
25 C -0.100
26 C -0.220
27 H 0.024
28 H 0.107
29 H 0.078
30 H 0.074
31 H -0.001
32 H 0.077
33 H 0.020
34 H 0.030
35 H 0.001
36 H 0.090
37 H 0.099
38 H 0.050
39 H 0.040
40 H 0.072
41 C -0.215
42 H 0.093
43 H 0.007
44 O -0.085
45 H 0.026
46 H 0.052
47 O -0.089
48 H 0.082
49 H 0.049
50 H 0.112
51 H 0.030
52 O -0.087
53 C -0.228
54 H 0.025
55 H 0.028
56 H 0.087
57 O -0.048
58 O -0.074

Computed, not measured: a molecular structure, CaI2, with the ωB97M-V functional and the def2-TZVPD basis.

Element x y z (Å)
Ca  7.728  7.815  0.796
I  10.662  7.738  0.285
I  6.303  9.917  2.318

Calculated values
- LUMO energy: -0.0632 Ha
- Spin multiplicity: 1
- HOMO energy: -9.057 eV
- M: 293.9 g/mol

Per-atom Löwdin charges, elementary charge units:
1 Ca 0.624
2 I -0.316
3 I -0.308

Computed, not measured: a molecular structure, C37H28Cl3CrGeN7OP, with the ωB97M-V functional and the def2-TZVPD basis.

Element x y z (Å)
C  3.099  -1.650  1.193
C  -3.430  2.198  1.116
C  -0.603  -3.109  -0.204
H  -6.161  2.383  0.730
H  -2.317  -2.368  -1.304
C  -1.415  2.637  -0.693
H  4.305  -0.263  0.066
Cr  0.184  0.367  0.101
H  -0.659  -2.071  4.657
H  0.834  -1.071  -2.729
N  1.024  3.684  -3.343
N  -0.681  -0.203  1.864
H  2.815  2.738  -3.780
C  3.044  -2.445  2.337
C  3.623  -2.275  -4.206
C  -6.017  5.980  -0.459
H  2.194  -3.088  2.532
H  2.491  0.963  -2.058
Ge  1.800  1.819  1.573
H  -2.337  -4.355  -0.333
C  -2.669  0.036  3.213
C  3.859  -2.313  -1.806
C  -2.537  3.386  -0.779
H  6.037  -1.646  3.714
H  2.497  -4.220  0.587
P  1.781  -1.528  -0.052
H  1.760  -1.516  -4.960
C  4.097  -2.432  3.243
C  -1.021  -1.384  3.901
H  4.044  -3.053  4.128
C  -0.629  -5.473  0.309
N  0.650  1.708  -1.438
C  4.230  -0.864  0.963
H  -1.176  -6.402  0.408
C  0.772  -3.053  0.088
C  -6.072  3.415  0.409
H  4.031  -2.472  -5.190
H  -4.212  2.025  1.844
H  4.455  -2.551  -0.934
C  4.372  -2.565  -3.073
H  -3.892  5.761  -0.650
C  -4.824  5.271  -0.390
C  5.279  -0.857  1.867
H  -3.646  0.481  3.378
C  -0.055  3.667  -2.569
O  -1.843  -0.069  -1.857
N  -2.263  -0.838  4.096
C  1.426  -4.229  0.418
C  2.585  -1.764  -1.671
Cl  2.351  0.977  3.438
Cl  3.560  2.475  0.554
C  -3.596  3.164  0.152
C  5.213  -1.639  3.011
N  -7.203  5.468  -0.124
C  -0.266  2.689  -1.609
C  1.832  -1.482  -2.817
H  1.273  -6.333  0.803
C  1.927  2.721  -3.159
C  1.752  1.737  -2.207
N  -1.059  -0.828  -1.002
N  -1.254  1.698  0.272
C  -1.281  -4.318  -0.091
H  5.363  -2.994  -3.172
C  -1.385  -2.046  -0.844
C  -0.258  -1.082  2.821
C  -2.240  1.452  1.183
C  2.348  -1.736  -4.078
Cl  0.620  3.549  1.964
H  -2.546  -0.634  -2.213
H  -8.179  3.794  0.568
H  -2.651  4.116  -1.570
H  -6.019  7.011  -0.799
H  0.715  -1.525  2.696
C  -4.846  3.958  0.057
C  -1.906  0.423  2.094
H  6.151  -0.244  1.675
C  0.735  -5.431  0.537
C  -7.210  4.201  0.302
H  -0.776  4.466  -2.705

Calculated values
- LUMO energy (alpha / beta): -0.2454 / -0.3471 Ha
- Spin multiplicity: 6
- HOMO energy (alpha / beta): -11.117 / -13.760 eV
- M: 848.6 g/mol
- Total charge: +2

Per-atom Löwdin charges, elementary charge units:
1 C -0.401
2 C 0.079
3 C -0.188
4 H 0.114
5 H 0.153
6 C -0.240
7 H 0.081
8 Cr 0.508
9 H 0.117
10 H 0.088
11 N 0.141
12 N -0.046
13 H 0.131
14 C -0.117
15 C -0.043
16 C -0.111
17 H 0.102
18 H 0.099
19 Ge -0.176
20 H 0.129
21 C -0.056
22 C -0.067
23 C 0.070
24 H 0.122
25 H 0.116
26 P 1.080
27 H 0.118
28 C -0.045
29 C -0.095
30 H 0.121
31 C -0.020
32 N 0.013
33 C -0.172
34 H 0.127
35 C -0.267
36 C -0.013
37 H 0.121
38 H 0.125
39 H 0.109
40 C -0.041
41 H 0.114
42 C -0.012
43 C -0.054
44 H 0.126
45 C -0.014
46 O 0.018
47 N 0.105
48 C -0.066
49 C -0.349
50 Cl 0.323
51 Cl 0.283
52 C -0.103
53 C -0.042
54 N 0.087
55 C -0.165
56 C -0.117
57 H 0.128
58 C -0.062
59 C -0.109
60 N -0.110
61 N -0.052
62 C -0.004
63 H 0.121
64 C -0.029
65 C -0.154
66 C -0.199
67 C -0.052
68 Cl 0.312
69 H 0.126
70 H 0.116
71 H 0.124
72 H 0.117
73 H 0.063
74 C -0.182
75 C -0.187
76 H 0.123
77 C -0.014
78 C -0.111
79 H 0.134

Computed, not measured: a molecular structure, C3H6Br4N2O, with the ωB97M-V functional and the def2-TZVPD basis.

Element x y z (Å)
H  -2.616  -1.452  0.335
O  0.290  1.363  -1.542
H  -1.183  -1.952  -0.065
N  -1.662  -1.055  0.280
C  -0.213  0.610  -0.770
C  1.111  -0.112  0.419
Br  -2.230  -0.186  -2.560
Br  1.492  -1.931  -0.012
H  2.043  1.600  -0.152
H  2.828  0.302  -0.463
H  2.901  0.911  1.126
H  -1.368  -0.730  1.178
N  2.320  0.727  0.238
Br  0.398  0.130  2.385
C  -1.638  0.057  -0.733
Br  -2.472  1.719  0.334

Calculated values
- LUMO energy: -0.3262 Ha
- Spin multiplicity: 1
- HOMO energy: -18.074 eV
- M: 405.7 g/mol
- Total charge: +2

Per-atom Löwdin charges, elementary charge units:
1 H 0.185
2 O 0.117
3 H 0.151
4 N 0.096
5 C -0.469
6 C -0.994
7 Br 0.931
8 Br 0.884
9 H 0.143
10 H 0.107
11 H 0.222
12 H -0.013
13 N 0.144
14 Br 0.733
15 C -1.011
16 Br 0.774